38
Properties=species:S:1:pos:R:3:nbo_charge:R:1 method="wB97M-V/def2-TZVPD" total_charge=+1 homo_energy_ev=-11.46 e_tot_ha=-1673.54703 orbital_gap_ev=6.972
C -4.530 -4.078 -0.033 -0.147
C -3.401 -3.762 -0.283 0.009
C -2.130 -3.173 -0.581 -0.156
C -1.832 -2.817 -1.864 -0.123
C -0.590 -2.226 -2.163 -0.110
C -0.309 -1.876 -3.487 0.146
N 0.837 -1.315 -3.806 -0.408
C 1.787 -1.042 -2.875 -0.023
C 1.595 -1.337 -1.557 0.327
O 2.609 -1.025 -0.718 -0.683
B 2.579 0.285 -0.170 1.279
O 3.405 0.575 0.861 -0.870
O 1.801 1.272 -0.720 -0.925
C 0.369 -1.961 -1.145 0.034
C 0.065 -2.330 0.205 -0.230
S 1.204 -2.056 1.536 0.070
C -1.159 -2.946 0.447 -0.093
I -1.687 -3.592 2.376 0.280
H -5.539 -4.330 0.194 0.254
H -2.544 -2.993 -2.659 0.243
H -1.044 -2.071 -4.256 0.241
H 1.025 -1.071 -4.770 0.450
H 2.696 -0.573 -3.217 0.254
H 3.841 -0.207 1.217 0.504
H 0.864 1.222 -0.490 0.524
H 0.323 -1.564 2.425 0.153
C -0.981 3.384 1.042 0.530
O -0.604 3.131 -0.093 -0.665
N -0.172 3.695 2.066 -0.417
C -0.688 3.998 3.388 -0.400
C 1.266 3.744 1.840 -0.420
H -2.049 3.394 1.314 0.113
H -0.406 5.010 3.680 0.206
H -0.287 3.294 4.120 0.198
H -1.774 3.924 3.389 0.213
H 1.499 4.479 1.070 0.222
H 1.634 2.775 1.503 0.215
H 1.766 4.017 2.765 0.209

---

41
Properties=species:S:1:pos:R:3:nbo_charge:R:1 method="wB97M-V/def2-TZVPD" total_charge=-2 relative_energy_kcal_mol=0.0 homo_energy_ev=-2.26 e_tot_ha=-4336.77602 orbital_gap_ev=6.639
Be 0.005 -1.212 -0.236 1.613
O -2.301 1.491 0.191 -0.647
C -1.665 0.489 -0.057 0.674
O -0.457 0.228 0.384 -0.945
C -2.185 -0.657 -0.979 0.668
O -3.325 -0.686 -1.399 -0.654
O -1.254 -1.528 -1.196 -0.904
C 0.182 5.128 1.004 -0.625
C 1.154 4.314 0.158 -0.618
S 0.684 2.528 0.094 1.316
O 1.616 1.995 -0.940 -0.995
C 1.426 2.099 1.720 -0.610
C 2.941 1.997 1.639 -0.642
H 0.355 6.200 0.883 0.194
H 0.282 4.889 2.064 0.198
H -0.845 4.907 0.707 0.222
H 2.189 4.404 0.489 0.202
H 1.104 4.605 -0.892 0.217
H 0.981 1.132 1.948 0.262
H 1.065 2.840 2.435 0.196
H 3.218 1.618 0.652 0.266
H 3.321 1.301 2.389 0.209
H 3.432 2.961 1.785 0.180
O 4.046 -7.830 -0.512 -0.697
C 2.716 -7.866 -0.203 0.782
O 2.173 -8.943 -0.175 -0.618
C 2.070 -6.576 0.099 -0.282
C 0.777 -6.587 0.629 -0.147
C 0.143 -5.420 0.997 -0.257
C 0.763 -4.163 0.838 -0.120
S -0.028 -2.725 1.407 -0.461
C 2.056 -4.158 0.282 -0.189
C 2.686 -5.330 -0.078 -0.189
H 4.352 -6.915 -0.475 0.481
H 0.289 -7.546 0.754 0.216
H -0.852 -5.444 1.421 0.214
H 2.558 -3.212 0.150 0.228
H 3.676 -5.242 -0.520 0.180
Se 4.296 -0.731 -1.727 -0.346
C 2.609 -0.982 -1.253 0.200
N 1.523 -1.242 -0.932 -0.774

---

77
Properties=species:S:1:pos:R:3:lowdin_charge:R:1 method="wB97M-V/def2-TZVPD" homo_energy_ev=-11.17 e_tot_ha=-11442.72945 orbital_gap_ev=8.310
Zr -10.381 -2.780 -11.608 1.901
C -7.169 -2.474 -14.456 -0.557
F -7.746 -2.042 -15.586 0.148
F -7.899 -3.556 -14.195 0.063
F -5.845 -2.755 -14.691 0.130
S -7.325 -1.234 -12.963 0.758
O -5.991 -0.964 -12.562 -0.232
O -8.044 -0.135 -13.580 -0.247
N -8.332 -2.266 -11.791 -0.448
S -7.224 -2.550 -10.632 0.642
O -6.533 -1.400 -10.003 -0.250
O -7.972 -3.294 -9.637 -0.330
C -6.031 -3.982 -11.367 -0.606
F -6.803 -4.820 -12.085 0.127
F -5.115 -3.488 -12.190 0.147
F -5.428 -4.537 -10.349 0.198
C -13.020 -6.238 -10.626 -0.611
F -14.128 -6.929 -10.732 0.186
F -12.971 -5.538 -9.470 0.144
F -12.034 -7.120 -10.644 0.159
S -12.905 -5.105 -12.249 0.747
O -11.874 -5.598 -13.126 -0.326
O -14.215 -5.105 -12.847 -0.253
N -12.357 -3.490 -11.640 -0.430
S -13.868 -2.816 -11.338 0.660
O -14.857 -3.693 -10.734 -0.251
O -13.611 -1.643 -10.535 -0.280
C -14.496 -2.174 -13.042 -0.637
F -15.728 -2.614 -13.312 0.161
F -14.506 -0.835 -12.933 0.145
F -13.726 -2.523 -14.039 0.146
C -9.691 -1.977 -7.169 -0.515
F -8.471 -1.553 -7.644 0.068
F -9.453 -3.303 -6.967 0.127
F -9.969 -1.342 -5.991 0.130
S -11.192 -1.551 -8.373 0.734
O -11.949 -2.815 -8.368 -0.323
O -12.021 -0.511 -7.818 -0.218
N -10.332 -1.473 -9.973 -0.437
S -9.801 0.044 -9.687 0.645
O -9.595 0.500 -8.311 -0.259
O -8.706 0.381 -10.608 -0.288
C -11.134 1.273 -10.285 -0.569
F -12.399 0.833 -10.270 0.120
F -11.131 2.377 -9.557 0.170
F -10.878 1.590 -11.638 0.065
C -11.187 -0.091 -14.867 0.037
C -10.985 -1.132 -13.752 -0.650
O -11.485 -0.941 -12.598 -0.101
O -10.373 -2.184 -13.808 -0.086
H -12.080 0.492 -14.641 0.091
H -11.154 -0.532 -15.863 0.020
H -10.421 0.650 -14.636 0.096
Br -9.806 -6.183 -15.972 0.654
C -10.340 -4.458 -16.793 -0.660
C -11.832 -4.371 -16.591 -0.587
Br -12.219 -2.525 -17.359 0.704
H -10.127 -4.545 -17.859 0.063
H -9.785 -3.739 -16.190 0.022
H -12.181 -4.330 -15.559 0.030
H -12.313 -5.211 -17.091 0.069
C -13.361 1.019 -17.263 -0.040
C -13.751 1.004 -18.765 -0.292
C -14.217 2.417 -19.096 -0.084
O -13.617 2.685 -20.417 0.028
C -12.591 1.739 -20.625 -0.544
O -11.819 1.749 -21.501 0.191
O -12.598 0.829 -19.622 0.062
H -13.177 -0.019 -16.988 -0.009
H -14.184 1.292 -16.603 0.094
H -12.545 1.724 -17.105 0.099
H -14.464 0.243 -19.083 0.156
H -13.825 3.146 -18.387 0.127
H -15.294 2.500 -19.246 0.134
O -9.623 -4.596 -12.654 -0.137
H -10.130 -5.365 -12.917 0.028
H -8.897 -4.563 -13.277 0.028

---

37
Properties=species:S:1:pos:R:3:nbo_charge:R:1 method="wB97M-V/def2-TZVPD" smiles="CC(C)NC(=O)c1ccccc1NS(=O)(=O)c1ccc(Br)s1" relative_energy_kcal_mol=284.3 homo_energy_ev=-8.71 e_tot_ha=-4247.64406 orbital_gap_ev=7.955
C -3.279 -1.032 -0.738 -0.574
H -3.172 0.036 -0.690 0.218
H -3.558 -1.402 0.057 0.167
H -3.946 -1.306 -1.668 0.202
C -1.907 -1.729 -1.281 0.004
N -1.079 -1.238 -0.016 -0.514
C 0.201 -1.082 -0.115 0.615
O 0.742 -0.953 -1.537 -0.790
C 1.052 -0.609 0.828 -0.166
C 0.770 -1.092 2.193 -0.117
C 1.396 -0.464 3.333 -0.249
C 2.467 0.243 3.066 -0.150
C 3.011 0.349 1.797 -0.253
C 2.302 0.216 0.818 0.161
N 2.742 0.497 -0.603 -0.868
S 2.602 2.103 -0.726 2.380
O 3.262 2.738 0.272 -0.918
O 3.124 2.252 -2.097 -0.963
C 1.017 2.487 -0.909 -0.556
C 0.001 2.246 -1.748 -0.177
C -1.359 2.249 -1.530 -0.284
C -1.517 2.549 0.061 -0.358
S 0.143 2.712 0.733 0.419
Br -3.027 2.596 1.094 0.189
H -2.165 2.317 -2.330 0.262
H 0.431 2.057 -2.888 0.269
H 2.333 -0.229 -1.222 0.486
H 3.898 1.309 1.739 0.279
H 3.049 0.426 4.149 0.225
H 1.181 -1.032 4.366 0.232
H -0.111 -1.584 2.285 0.180
H -1.421 -1.182 0.745 0.350
C -1.892 -3.033 -1.263 -0.653
H -2.597 -3.497 -2.123 0.223
H -0.948 -3.483 -1.498 0.248
H -2.227 -3.348 -0.332 0.210
H -1.520 -1.092 -2.221 0.272

---

34
Properties=species:S:1:pos:R:3:nbo_charge:R:1 method="wB97M-V/def2-TZVPD" relative_energy_kcal_mol=0.0 homo_energy_ev=-7.65 e_tot_ha=-1627.06515 orbital_gap_ev=7.774
Cl -1.057 -1.376 -2.717 0.022
Cl -1.816 -2.287 2.728 0.013
N -1.016 2.990 0.442 -0.228
N 0.349 2.931 0.413 -0.381
C -1.829 1.948 0.355 0.182
C 0.967 1.831 0.071 0.456
C -1.983 -0.554 0.183 -0.233
C -1.240 0.621 0.120 -0.003
C -0.181 -4.407 -0.295 -0.206
C -0.264 -3.572 -1.362 -0.224
C -0.714 -4.036 0.904 -0.225
C -0.866 -2.328 -1.271 -0.053
C -1.337 -2.802 1.098 -0.030
C -1.364 -1.896 -0.011 -0.017
N 2.342 1.899 -0.106 -0.406
C -3.284 2.165 0.583 -0.656
C 0.226 0.591 -0.252 -0.537
C 3.232 0.703 -0.218 -0.403
C 2.981 3.217 -0.007 -0.397
H -3.020 -0.548 0.499 0.228
H 0.308 -5.380 -0.454 0.229
H 0.123 -3.827 -2.335 0.227
H -0.596 -4.736 1.743 0.231
H -3.831 1.834 -0.323 0.219
H -3.462 3.244 0.673 0.244
H -3.642 1.703 1.493 0.224
H 0.714 -0.307 0.161 0.244
H 0.281 0.477 -1.359 0.258
H 2.803 -0.058 -0.880 0.205
H 3.413 0.266 0.750 0.195
H 4.171 1.034 -0.676 0.212
H 2.501 3.959 -0.603 0.224
H 3.083 3.570 1.024 0.200
H 4.008 3.131 -0.370 0.188

---

38
Properties=species:S:1:pos:R:3:nbo_charge:R:1 method="wB97M-V/def2-TZVPD" total_charge=-1 homo_energy_ev=-5.88 e_tot_ha=-1543.29721 orbital_gap_ev=8.651
N 2.859 -0.040 2.421 -0.326
O 2.580 -1.495 -0.831 -0.677
O -0.385 1.530 0.694 -0.782
O 0.108 1.415 -3.709 -0.671
O -2.298 0.799 1.439 -0.778
Cl -0.449 -4.907 0.501 -0.021
C 1.873 -0.663 2.368 0.314
O -0.635 0.137 3.544 -0.729
C 1.854 -0.540 -1.078 0.695
C -1.426 0.864 0.546 0.770
C -0.197 1.418 -2.518 0.666
C -1.596 -3.097 2.183 -0.209
C 0.704 -2.668 1.577 -0.122
C -1.613 -1.914 2.922 -0.234
C -0.442 -3.469 1.491 -0.096
C 0.696 -1.478 2.320 -0.243
C -0.486 -1.093 2.974 0.371
N -0.237 2.560 -1.823 -0.624
N 0.589 -0.787 -1.419 -0.601
C 2.435 0.855 -1.030 -0.730
C 0.080 3.885 -2.349 -0.413
C -1.674 0.114 -0.770 -0.526
C -0.539 0.078 -1.824 -0.113
H -1.143 0.682 2.888 0.536
H -2.490 -3.708 2.115 0.219
H 1.603 -2.957 1.038 0.252
H -2.523 -1.581 3.411 0.235
H -0.378 2.468 -0.817 0.445
H 0.378 -1.768 -1.380 0.400
H 1.853 1.464 -0.344 0.263
H 2.435 1.288 -2.027 0.225
H 3.455 0.796 -0.657 0.239
H 1.135 4.099 -2.175 0.191
H -0.529 4.634 -1.843 0.197
H -0.120 3.921 -3.421 0.217
H -1.932 -0.918 -0.525 0.222
H -2.551 0.556 -1.245 0.222
H -0.992 -0.479 -2.644 0.214